Computed, not measured: a 2-piece molecular cluster, C2H3NO2S overall at a distorted geometry, with ωB97M-V with the def2-TZVPD basis set.

Geometry as ORCA input:
```
! wB97M-V def2-TZVPD RIJCOSX def2/J DEFGRID3
* xyz 0 1
C -1.251 -1.202 -0.031
C -1.416 0.071 0.223
S -1.387 1.617 0.427
H -0.642 -1.755 0.722
H -1.404 -1.698 -0.943
O 1.240 0.009 1.191
N 1.382 1.015 0.546
O 1.712 0.668 -0.716
H 1.765 1.276 -1.420
*
```

The relative energy (zero: lowest compared OMol25 entry of this formula, charge and spin) is 518.5 kJ/mol. The value obtained for the maximum force is 3.597 eV/Å. For the orbital gap, the calculation gives 8.48 eV. The SMILES is C=C=S.O=NO.

Computed, not measured: a 2-piece molecular cluster, C2H3NO2S overall at a distorted geometry, with ωB97M-V with the def2-TZVPD basis set.

Geometry as ORCA input:
```
! wB97M-V def2-TZVPD RIJCOSX def2/J DEFGRID3
* xyz 0 1
O -3.048 0.508 -0.128
N -2.319 -0.475 -0.095
S -2.321 -1.807 0.722
H -1.510 -0.415 -0.773
C 1.515 0.877 0.203
C 2.148 -0.229 -0.009
O 2.846 -1.133 -0.169
H 0.792 1.053 -0.506
H 1.898 1.621 0.756
*
```

The relative energy (zero: lowest compared OMol25 entry of this formula, charge and spin) is 455.6 kJ/mol. The value obtained for the maximum force is 3.294 eV/Å. For the orbital gap, the calculation gives 8.69 eV. The SMILES is [O-][NH+]=S.C=C=O.

Computed, not measured: a single C2H3NO2S molecule at a distorted geometry, with ωB97M-V with the def2-TZVPD basis set.

Geometry as ORCA input:
```
! wB97M-V def2-TZVPD RIJCOSX def2/J DEFGRID3
* xyz 0 1
O -2.752 0.668 -0.140
C -1.726 0.153 0.197
S -0.487 -0.535 -1.032
C 0.871 -0.820 0.138
N 1.805 0.022 0.277
O 1.850 1.091 -0.605
H -1.391 -0.128 1.339
H 0.885 -1.673 0.800
H 0.944 1.222 -0.974
*
```

The relative energy (zero: lowest compared OMol25 entry of this formula, charge and spin) is 316.9 kJ/mol. The value obtained for the maximum force is 2.669 eV/Å. For the orbital gap, the calculation gives 10.57 eV. The SMILES is O=CS/C=N\O.

Computed, not measured: a single C2H3NO2S molecule at a distorted geometry, with ωB97M-V with the def2-TZVPD basis set.

Geometry as ORCA input:
```
! wB97M-V def2-TZVPD RIJCOSX def2/J DEFGRID3
* xyz 0 1
C -0.315 0.748 -0.157
C -1.352 -0.124 0.333
N 1.067 -0.272 -0.733
O -0.224 1.922 -0.225
O 3.257 -1.145 -0.489
S 2.384 -0.100 -0.010
H -1.873 -0.397 -0.643
H -1.906 0.378 1.216
H -1.038 -1.010 0.708
*
```

The relative energy (zero: lowest compared OMol25 entry of this formula, charge and spin) is 286.3 kJ/mol. The value obtained for the maximum force is 4.187 eV/Å. For the orbital gap, the calculation gives 9.88 eV.

Computed, not measured: a 2-piece molecular cluster, C2H3NO2S overall at a distorted geometry, with ωB97M-V with the def2-TZVPD basis set.

Geometry as ORCA input:
```
! wB97M-V def2-TZVPD RIJCOSX def2/J DEFGRID3
* xyz 0 3
C -0.454 -0.799 0.682
C 0.710 -0.191 0.764
N -1.468 -1.342 0.383
O -0.974 1.789 -1.142
O 1.468 1.867 -1.586
S 0.221 1.078 -1.531
H 0.926 0.429 1.556
H 1.435 -0.613 0.230
H -1.865 -2.218 0.645
*
```

The relative energy (zero: lowest compared OMol25 entry of this formula, charge and spin) is 170.3 kJ/mol. The value obtained for the maximum force is 3.991 eV/Å. For the orbital gap (alpha / beta), the calculation gives 7.41 / 6.00 eV. As for the expectation value of S²: 2.01.

Computed, not measured: an isolated ion of composition C2H3NO3 and charge -2, with ωB97M-V with the def2-TZVPD basis set.

Geometry as ORCA input:
```
! wB97M-V def2-TZVPD RIJCOSX def2/J DEFGRID3
* xyz -2 1
O 0.104 -2.036 0.037
C 0.363 -1.076 -0.720
O 0.905 -1.170 -1.851
C -0.071 0.359 -0.289
N 0.173 0.693 1.115
O -0.600 1.815 1.539
H -1.151 0.443 -0.561
H 0.467 1.089 -0.916
H -0.190 -0.118 1.647
*
```

The relative energy (zero: lowest compared OMol25 entry of this formula, charge and spin) is 0.0 kJ/mol. The value obtained for the maximum force is 0.882 eV/Å. For the orbital gap, the calculation gives 5.09 eV. The SMILES is O=C([O-])CN[O-].

Computed, not measured: a single C2H3NO3 molecule at a distorted geometry, with ωB97M-V with the def2-TZVPD basis set.

Geometry as ORCA input:
```
! wB97M-V def2-TZVPD RIJCOSX def2/J DEFGRID3
* xyz 0 1
C 1.084 0.925 -0.544
C -0.148 0.144 -0.097
O -1.363 0.600 -0.517
N -0.075 -1.012 0.763
O 0.970 -1.535 1.021
O -1.200 -1.448 1.104
H 0.916 1.736 -1.333
H 1.950 0.571 -0.067
H -2.135 0.021 -0.329
*
```

The relative energy (zero: lowest compared OMol25 entry of this formula, charge and spin) is 550.4 kJ/mol. The value obtained for the maximum force is 7.562 eV/Å. For the orbital gap (alpha / beta), the calculation gives 8.37 / 8.37 eV. The SMILES is C=C(O)[N+](=O)[O-].

Computed, not measured: a single C2H3NO3 molecule at a distorted geometry, with ωB97M-V with the def2-TZVPD basis set.

Geometry as ORCA input:
```
! wB97M-V def2-TZVPD RIJCOSX def2/J DEFGRID3
* xyz 0 1
O 2.086 -1.061 0.050
N 1.319 -0.144 -0.054
O 1.532 0.856 -0.656
C -0.091 -0.329 0.595
C -1.090 0.317 -0.297
O -0.811 0.785 0.961
H -0.039 -1.333 0.986
H -0.769 1.046 -1.171
H -2.137 -0.137 -0.415
*
```

The relative energy (zero: lowest compared OMol25 entry of this formula, charge and spin) is 560.0 kJ/mol. The value obtained for the maximum force is 3.383 eV/Å. For the orbital gap, the calculation gives 11.51 eV. The SMILES is O=[N+]([O-])[C@@H]1CO1.